Record 1
{
  "formula": "H6IO3",
  "method": "wB97M-V/def2-TZVPD",
  "e_above_lowest_kcal_mol": 6.33,
  "charge": -1,
  "homo_lumo_gap_ev": 7.763,
  "homo_energy_ev": -4.21,
  "species": ["I", "O", "H", "H", "O", "H", "H", "O", "H", "H"],
  "xyz": [[-7.5190, -15.8210, -16.1050], [-3.9020, -15.5270, -16.0090], [-4.4100, -14.8140, -15.6670], [-4.5620, -16.1120, -16.4040], [-5.5190, -12.8870, -17.4140], [-4.9000, -12.8520, -18.1610], [-6.0680, -13.6380, -17.5640], [-7.7080, -14.4980, -12.5600], [-7.4060, -14.5620, -13.4850], [-8.1030, -15.3510, -12.3070]],
  "mulliken_charge": [-0.868, -0.637, 0.318, 0.291, -0.612, 0.296, 0.273, -0.653, 0.278, 0.313]
}

Record 2
{
  "formula": "C24H30N5RuS2Si",
  "method": "wB97M-V/def2-TZVPD",
  "s_squared": 6.04,
  "multiplicity": 5,
  "e_above_lowest_kcal_mol": 94.05,
  "charge": 1,
  "homo_lumo_gap_ev": [7.268, 3.635],
  "homo_energy_ev": [-10.37, -10.31],
  "species": ["Ru", "C", "C", "N", "C", "S", "N", "N", "C", "C", "C", "C", "C", "C", "C", "N", "H", "H", "H", "H", "H", "H", "H", "H", "H", "H", "H", "H", "H", "C", "Si", "C", "C", "C", "C", "C", "C", "N", "C", "S", "H", "H", "H", "H", "H", "H", "H", "H", "H", "H", "H", "H", "C", "C", "C", "C", "C", "C", "H", "H", "H", "H", "H"],
  "xyz": [[-0.0570, -0.8373, -0.1174], [4.6031, -4.9842, 2.6148], [3.2912, -4.3325, 2.3757], [3.3591, -3.6927, 1.0348], [2.4140, -2.9795, 0.2850], [0.9123, -2.6977, 1.1152], [2.8632, -2.3843, -0.7835], [2.0618, -1.3918, -1.2145], [2.3738, -0.7804, -2.3258], [3.3761, -1.3689, -3.2725], [1.4050, 0.3121, -2.8351], [1.7533, 1.1863, -3.9647], [0.8633, 2.2029, -4.2924], [-0.2660, 2.4021, -3.5495], [-0.4610, 1.6632, -2.4133], [0.3434, 0.5842, -2.0456], [4.5763, -5.6685, 3.5253], [5.3586, -4.2385, 2.8259], [4.8505, -5.7118, 1.8762], [2.9981, -3.6088, 3.1294], [2.4653, -4.9692, 2.2513], [4.2677, -3.8050, 0.5970], [4.3832, -1.4530, -2.8956], [3.5111, -0.7843, -4.2420], [2.9070, -2.2731, -3.7554], [2.5135, 0.9331, -4.6818], [1.1059, 2.7956, -5.0978], [-0.9758, 3.1935, -3.8244], [-1.3158, 1.8568, -1.8126], [-2.2730, 5.1195, 3.4268], [-1.0292, 3.7584, 2.9628], [-0.7384, 2.7215, 4.4532], [0.5077, 4.5029, 2.3721], [-1.7939, 2.5830, 1.6719], [-3.1304, 2.7657, 1.2735], [-3.6787, 1.9408, 0.2917], [-2.9578, 0.9272, -0.3460], [-1.6745, 0.6619, 0.1038], [-1.1623, 1.4212, 1.1206], [0.3123, 0.6380, 1.6854], [-1.8703, 5.5953, 4.2711], [-3.2648, 4.7483, 3.6872], [-2.3108, 5.9330, 2.7075], [0.0004, 3.2503, 5.0273], [-0.2223, 1.7871, 4.0872], [-1.7794, 2.5407, 4.7365], [0.8433, 5.2936, 2.9955], [0.3567, 4.9680, 1.4148], [1.3743, 3.7918, 2.3665], [-3.6890, 3.6145, 1.6505], [-4.7306, 2.0751, 0.1262], [-3.3224, 0.2525, -1.0945], [-3.5811, -3.1911, -2.2771], [-2.4604, -2.9496, -3.0600], [-1.3348, -2.3445, -2.4643], [-1.4825, -1.9622, -1.1571], [-2.4732, -2.3528, -0.3288], [-3.5691, -2.9111, -0.9315], [-4.4472, -3.7215, -2.6359], [-2.4731, -3.1512, -4.1334], [-0.4428, -2.1518, -3.0479], [-2.5806, -2.1795, 0.7634], [-4.4034, -3.1431, -0.2258]],
  "mulliken_spin": [2.648, -0.001, 0.005, 0.004, -0.007, 0.207, 0.030, 0.044, 0.035, 0.011, 0.007, 0.004, -0.001, 0.004, 0.000, 0.035, 0.000, 0.000, 0.000, 0.001, -0.001, -0.002, 0.000, 0.000, 0.002, 0.000, 0.000, 0.001, 0.000, 0.000, -0.002, 0.010, 0.003, 0.096, -0.040, 0.125, 0.003, 0.108, -0.017, 0.695, 0.000, 0.000, 0.000, 0.000, 0.000, -0.001, 0.001, -0.001, 0.001, -0.001, 0.003, 0.005, 0.030, -0.014, -0.017, -0.018, 0.019, -0.017, 0.002, -0.002, -0.001, 0.008, -0.003]
}

Number 1 is which compound? H6IO3